96
Properties=species:S:1:pos:R:3:forces:R:3 method="wB97M-V/def2-TZVPD" e_above_lowest_kcal_mol=210.3 e_homo_ha=-0.307 spin_multiplicity=1 total_charge=0 energy_ev=-48190.9749 molar_mass_g_mol=532.76 gap_ev=9.022
C -1.091 6.684 7.399 -0.5 -1.1 -1.8
O -0.241 5.764 6.721 1.4 -1.1 -0.7
C -0.709 4.619 5.951 -1.5 0.7 -0.3
C -1.698 4.772 4.660 1.3 -1.5 0.9
N -1.905 3.374 4.095 -0.1 0.3 0.1
C -0.933 2.764 3.124 0.4 0.0 1.5
C -1.212 1.234 2.829 -1.3 2.0 0.4
O -1.990 1.162 1.642 0.4 -1.1 -0.5
C -1.871 -0.170 1.118 -0.5 0.9 -0.7
H -1.856 6.171 7.981 -0.1 0.0 0.2
H -1.540 7.184 6.541 -0.6 0.9 0.7
H -0.501 7.344 8.034 0.1 -0.2 -0.3
H -1.277 3.985 6.631 0.0 -0.3 0.0
H 0.151 4.066 5.574 0.3 0.4 0.5
H -1.274 5.445 3.914 -0.1 0.2 0.0
H -2.645 5.120 5.072 -0.1 0.1 -0.5
H -2.865 3.244 3.811 0.1 0.2 -0.2
H -0.004 2.888 3.679 0.4 -0.5 -0.2
H -0.769 3.332 2.208 -0.4 -0.1 -0.3
H -1.853 0.913 3.650 0.2 -0.3 0.4
H -0.391 0.525 2.722 0.6 0.6 0.3
H -2.297 -0.182 0.114 -0.1 0.2 0.0
H -2.418 -0.911 1.701 0.1 0.0 0.3
H -0.819 -0.432 0.999 0.1 -0.2 0.2
C -6.315 -2.235 -5.712 -1.0 1.6 -0.7
O -5.910 -2.183 -4.322 -0.3 -0.1 -1.8
C -6.212 -3.464 -3.806 1.4 -1.1 0.4
C -5.604 -3.798 -2.415 -2.3 0.1 -0.9
N -4.195 -3.747 -2.407 1.9 1.0 0.7
C -3.518 -3.875 -1.059 -1.5 -1.8 -0.7
C -2.982 -5.391 -0.937 0.7 2.8 0.7
O -1.844 -5.382 -1.817 -1.8 -1.8 -0.3
C -2.047 -6.244 -2.936 2.6 0.9 -1.0
H -7.386 -2.146 -5.893 -0.7 -0.6 1.1
H -6.062 -3.054 -6.385 0.9 -0.6 0.9
H -6.115 -1.341 -6.302 1.3 0.4 0.7
H -5.675 -4.156 -4.453 -0.4 -0.5 -0.4
H -7.290 -3.618 -3.846 -0.1 -0.2 0.2
H -5.913 -4.825 -2.220 -0.2 -0.1 0.0
H -6.168 -3.173 -1.723 0.4 0.3 0.8
H -3.936 -2.808 -2.676 0.0 0.1 -0.6
H -4.267 -3.612 -0.313 0.0 -0.2 0.5
H -2.786 -3.067 -1.052 0.6 -0.7 0.3
H -3.788 -6.121 -1.013 -0.1 0.0 -1.5
H -2.632 -5.736 0.036 0.4 0.9 0.5
H -1.106 -6.130 -3.475 0.6 -0.2 0.0
H -2.664 -5.847 -3.742 -1.2 -0.2 0.7
H -2.043 -7.315 -2.735 -0.9 0.1 0.3
C 3.562 -2.184 -1.031 -0.4 0.3 -0.1
O 2.287 -2.289 -0.377 1.3 -0.3 -0.6
C 1.141 -2.655 -1.168 0.3 1.0 0.1
C 0.850 -1.666 -2.344 -1.0 0.1 1.5
N 1.215 -2.084 -3.692 0.0 -1.5 0.9
C 0.496 -3.333 -4.081 -1.1 0.1 -0.5
C -0.959 -3.141 -4.621 1.3 0.7 0.1
O -0.876 -2.157 -5.613 -2.6 -0.4 -2.6
C -2.137 -2.266 -6.462 2.2 1.1 0.3
H 3.653 -2.921 -1.829 0.2 -0.1 0.1
H 4.384 -2.218 -0.317 -0.3 -0.8 0.4
H 3.739 -1.191 -1.443 -0.5 0.2 -0.5
H 0.466 -2.550 -0.319 -1.0 -0.1 -0.8
H 1.115 -3.682 -1.530 0.5 -0.2 0.2
H 1.252 -0.742 -1.929 0.9 0.3 -0.9
H -0.203 -1.386 -2.322 -0.7 -0.4 0.2
H 0.964 -1.388 -4.380 0.0 0.2 0.0
H 0.316 -4.126 -3.356 0.7 0.5 0.9
H 1.118 -3.831 -4.825 -0.3 0.1 -0.4
H -1.698 -2.753 -3.921 0.1 -0.4 0.8
H -1.339 -4.081 -5.023 0.1 -0.3 0.0
H -3.039 -2.096 -5.874 0.1 -0.1 0.2
H -2.190 -3.180 -7.053 0.2 -0.5 0.6
H -2.025 -1.498 -7.227 -0.1 0.3 0.3
C 2.096 1.093 0.358 0.2 1.1 0.9
O 3.011 1.987 1.080 -0.4 -1.4 -0.2
C 3.932 1.245 1.917 -0.7 0.9 0.8
C 4.449 2.159 3.037 -0.3 0.3 -2.6
N 5.198 3.161 2.337 0.2 -0.1 0.0
C 5.882 4.100 3.165 1.4 -0.8 -0.7
C 7.001 4.604 2.222 0.1 1.3 1.5
O 8.086 5.164 2.965 -0.6 -0.5 -0.4
C 8.454 6.508 2.666 0.1 -1.8 1.7
H 2.577 0.199 -0.041 0.1 0.1 0.1
H 1.588 1.655 -0.426 0.5 0.2 -0.2
H 1.280 0.831 1.031 0.1 -0.5 0.3
H 4.768 0.953 1.282 0.0 -0.5 0.2
H 3.450 0.465 2.506 -0.3 -0.7 -0.8
H 5.137 1.578 3.651 -0.3 0.1 0.4
H 3.595 2.636 3.519 -0.2 -0.5 0.8
H 4.672 3.613 1.603 -0.3 -0.1 0.1
H 6.318 3.542 3.994 0.2 0.0 0.1
H 5.235 4.858 3.607 0.1 0.6 -0.1
H 6.481 5.358 1.631 0.4 0.3 -0.6
H 7.453 3.841 1.588 -0.6 -0.3 0.1
H 8.572 6.624 1.588 -0.1 0.7 0.2
H 9.382 6.504 3.238 0.4 0.9 -0.6
H 7.759 7.112 3.249 -0.1 0.8 -0.9